1.
The following is a DFT calculation (ωB97M-V/def2-TZVPD) of a structure of composition C28H29F6N2O9S3 in a non-equilibrium geometry.

## Properties
Charge ... -1
Spin multiplicity ... 1
Strongest force on any atom ... 3.0 eV/A
HOMO-LUMO gap ... 7.9833 eV
ΔE to the lowest compared entry with this formula, charge and spin ... 368.3 kJ/mol

Geometry as XYZ:
```
77
Properties=species:S:1:pos:R:3:forces:R:3:mulliken_charge:R:1
C -2.01947 -1.05501 6.37489 -0.2 0.0 -0.4 -0.7713
C -3.43253 -1.25915 5.73955 -0.7 0.4 -0.6 0.6874
O -4.11560 -2.23462 5.90191 0.8 0.5 0.5 -0.5397
O -3.93575 -0.25264 4.88344 1.7 -1.3 0.5 -0.3826
C -3.00556 -0.24575 3.73403 -1.0 1.0 -0.5 -0.2782
C -3.84610 0.16711 2.47880 0.2 0.9 0.2 -1.0372
C -2.95426 0.39598 1.20029 -0.5 -1.0 -0.3 -0.3704
C -1.91098 -0.78264 0.93652 -1.0 0.9 0.1 -0.6789
C -1.36979 -0.58234 -0.53746 0.0 -1.3 -0.3 -0.2677
C 0.17805 -0.69427 -0.69852 0.6 0.3 -0.1 1.2018
C 0.74206 -1.51195 -1.79293 2.2 1.0 0.7 -0.2310
C -0.12007 -2.29378 -2.83192 -0.2 0.6 0.9 -1.4951
C -0.73825 -3.60470 -2.21297 0.3 -0.5 0.3 0.2659
O -1.81912 -4.01634 -2.56949 0.6 0.4 0.2 -0.5606
C 0.04001 -4.40913 -1.11248 1.3 -0.6 1.2 0.7463
C -0.69725 -4.85035 0.06653 1.1 -0.6 0.1 -0.2898
C -0.07637 -5.61413 1.15477 1.8 0.7 -2.3 -0.6688
C 1.34401 -5.93833 1.02480 -1.2 1.0 -1.5 -0.3036
C 2.11321 -5.50737 -0.15972 -1.9 0.4 0.2 -0.7208
C 1.48337 -4.72428 -1.23116 -1.4 -0.8 2.1 -0.0260
C 2.19885 -1.56793 -1.94096 -0.4 1.6 1.8 -0.8502
C 3.10534 -0.82920 -1.03814 -0.4 -0.1 0.9 0.3498
C 4.66637 -0.84030 -1.21519 -0.7 1.3 -1.3 -1.0248
C 4.99260 0.40133 -2.19108 -1.1 -0.3 -0.4 -0.5040
C 4.77266 1.80157 -1.51740 0.3 -0.1 -0.5 -0.0740
S 5.32632 3.20975 -2.61426 -0.3 0.0 -0.1 -0.2385
C 2.55666 -0.03950 0.05692 -2.0 -1.3 -1.8 -0.8768
C 1.08202 0.01484 0.19608 1.8 -0.5 -0.7 1.0759
C 0.84424 0.96559 1.39752 0.4 0.3 -0.4 0.3210
O -0.14593 1.38832 1.92924 0.3 -0.7 -0.4 -0.4321
N 2.14457 1.42364 1.87973 0.6 -1.9 -0.4 -0.2643
C 3.23423 0.80245 1.16417 -1.5 -0.5 -0.7 0.2198
O 4.39706 0.93730 1.45485 -0.6 -0.3 -0.2 -0.6009
H -1.39644 -0.27932 5.86546 -0.8 -0.6 0.3 0.2460
H -1.48180 -2.03562 6.29123 -0.5 0.9 0.4 0.2834
H -2.16800 -0.72522 7.43306 0.2 -0.5 -0.8 0.3010
H -2.26138 0.56424 3.94709 -0.2 -1.0 -0.4 0.1876
H -2.56493 -1.27104 3.63529 -0.1 1.0 -0.1 0.4367
H -4.71802 -0.52802 2.30377 1.1 0.4 0.2 0.2901
H -4.30999 1.16994 2.72343 0.4 -1.1 -0.1 0.2957
H -3.65892 0.35788 0.31440 0.7 0.2 0.9 0.4260
H -2.48174 1.40857 1.16097 -0.3 -1.0 0.3 0.2110
H -2.50859 -1.73475 1.06623 0.8 0.8 -0.4 0.4486
H -1.09576 -0.81469 1.70300 -0.7 0.2 -0.7 0.2087
H -1.80844 -1.42974 -1.14679 0.4 1.0 0.6 0.1647
H -1.80422 0.35189 -1.00108 0.8 -0.7 0.6 0.1246
H 0.46672 -2.54376 -3.75242 -0.3 0.1 0.9 0.4872
H -0.95918 -1.61761 -3.16391 0.7 -1.0 0.3 0.3812
H -1.78883 -4.61745 0.13681 1.1 -0.1 -0.2 0.3403
H -0.63227 -5.96562 2.05395 0.4 0.5 -1.0 0.3667
H 1.80213 -6.54428 1.83994 -0.2 0.6 -0.9 0.3409
H 3.19193 -5.78823 -0.22027 -1.1 0.3 0.0 0.3331
H 2.07758 -4.38161 -2.11339 -0.7 -0.4 1.0 0.2947
H 2.67715 -2.16219 -2.75896 -0.6 0.6 0.8 0.4863
H 5.00920 -1.75207 -1.77091 -0.3 0.6 0.8 0.3899
H 5.20996 -0.65320 -0.25760 -0.6 -0.6 -0.7 0.3813
H 4.22422 0.32602 -3.02094 0.9 0.1 0.7 0.2573
H 5.98876 0.28433 -2.69742 -0.7 0.3 0.8 0.4378
H 3.69489 2.00134 -1.30385 1.0 -0.4 0.1 -0.1676
H 5.41026 1.88924 -0.59456 -0.8 0.1 -0.9 0.2321
H 4.23555 3.55589 -3.39453 0.5 -0.7 0.9 0.1337
H 2.25889 1.15435 2.86130 -0.2 1.0 -0.1 0.3330
C -2.90313 7.13032 -2.67193 0.8 1.4 -0.1 0.6347
F -4.05188 7.79639 -2.87187 0.1 -0.6 0.1 -0.2200
F -2.09962 7.41690 -3.71562 -0.2 -0.3 0.1 -0.2424
F -2.31924 7.67653 -1.58715 -0.2 -0.3 -0.1 -0.2405
S -3.16683 5.32922 -2.47923 -1.4 0.3 -0.2 1.0325
O -3.76546 4.91782 -3.72433 0.6 0.1 0.2 -0.6488
O -4.01800 5.21122 -1.32197 0.6 0.0 0.0 -0.6528
N -1.64217 4.93506 -2.27095 -0.6 -0.7 0.0 -0.3232
S -1.40061 3.38619 -2.05406 0.0 -0.9 0.0 0.9338
O -1.60887 2.53886 -3.20384 0.2 0.4 0.1 -0.6869
O -1.86032 2.83695 -0.79972 0.2 0.4 -0.2 -0.5604
C 0.41733 3.46759 -1.87381 1.4 0.9 0.1 0.6059
F 0.79694 4.24774 -0.84425 -0.4 -0.3 -0.1 -0.2689
F 1.01848 3.98025 -2.96647 -0.4 -0.3 0.1 -0.2661
F 0.96002 2.25551 -1.66448 -0.4 0.0 -0.1 -0.1300
```
Forces are in eV/Å.



2.
The following is a DFT calculation (ωB97M-V/def2-TZVPD) of a structure of composition C28H29FN5O5SSbSe4W in a non-equilibrium geometry.

## Properties
Charge ... +2
Spin multiplicity ... 3
Strongest force on any atom ... 5.6 eV/A
HOMO-LUMO gap (alpha / beta) ... 5.2009 / 5.1524 eV
ΔE to the lowest compared entry with this formula, charge and spin ... 440.5 kJ/mol

Geometry as XYZ:
```
75
Properties=species:S:1:pos:R:3:forces:R:3:mulliken_charge:R:1
W 0.93180 -0.00982 0.69619 -0.3 -0.9 -1.4 1.8858
C 4.01460 5.64107 3.99036 -0.1 -0.1 -0.2 -1.4935
C 3.26523 4.65070 3.14168 0.0 0.1 0.2 0.9417
C 2.53654 3.61697 3.72662 0.0 0.1 -0.2 -1.0913
C 1.70250 2.81895 2.96304 0.0 0.0 0.1 -0.0688
C 1.63684 3.03280 1.59113 0.0 0.1 0.1 0.7835
C 2.39326 4.02941 0.97518 0.0 -0.2 -0.4 -0.7220
C 3.21302 4.81091 1.75345 0.1 0.1 0.0 -0.8047
S 0.28792 2.36515 0.71847 -3.1 2.9 0.6 1.0193
O -0.66623 3.38912 0.44185 0.5 -0.2 -0.5 -0.6391
O 0.59114 1.46326 -0.50283 0.1 3.5 -0.5 -0.6640
N -0.35200 1.16191 1.73012 0.0 1.9 -0.8 -0.6490
C -1.56720 0.76990 1.03789 -0.4 -0.2 -0.1 0.4364
C -2.81629 1.13607 1.46612 0.2 0.3 0.3 -0.5520
C -3.90198 0.66304 0.75095 -0.3 -0.1 -0.1 -0.4295
C -3.69366 -0.16573 -0.33789 0.0 0.0 0.0 -0.7278
C -2.39513 -0.48823 -0.69510 0.1 -0.6 -0.4 -0.5056
N -1.34863 -0.02687 -0.03323 0.4 0.9 1.6 -0.3472
H 4.13435 5.28583 5.01129 0.0 0.0 0.0 0.3669
H 3.44272 6.57126 4.02029 0.0 0.0 0.0 0.3315
H 4.99048 5.87656 3.56564 0.0 0.0 0.0 0.3930
H 2.57391 3.46409 4.79755 0.0 0.0 0.0 0.3652
H 1.09248 2.07079 3.43605 -0.1 -0.1 0.1 0.5313
H 2.32581 4.19053 -0.09417 0.0 0.0 0.0 0.5083
H 3.79184 5.59846 1.28756 0.0 0.0 0.0 0.4257
H -2.91476 1.77135 2.33493 -0.1 0.0 0.0 0.5158
H -4.90490 0.94150 1.04778 0.0 0.0 0.0 0.4893
H -4.52016 -0.56762 -0.90654 0.0 0.0 0.0 0.4685
H -2.16762 -1.16216 -1.51113 -0.1 0.0 -0.1 0.4570
C 4.59621 -5.49720 2.38289 0.2 0.1 0.1 -0.7366
C 4.84090 -4.87816 1.01537 -0.2 -0.3 0.3 -1.1533
N 3.81433 -3.88475 0.60991 0.1 -0.8 0.0 0.2535
C 3.94220 -2.63542 1.03829 0.5 0.5 0.5 -0.1683
C 3.17297 -1.62046 0.57148 -0.2 0.7 -1.4 -0.1235
C 2.97916 -0.24129 1.13546 -1.4 -0.7 0.8 0.5248
O 2.68616 0.72199 0.28264 2.8 0.1 0.4 -0.4113
O 2.21894 -0.10151 2.24796 2.3 0.5 -0.3 -0.5891
C 2.23058 -1.91140 -0.49076 0.1 0.6 0.4 0.2805
O 1.34844 -1.00509 -0.90252 1.4 -1.5 -1.5 -0.9203
C 1.97970 -3.24031 -0.78732 0.1 -0.4 -0.1 0.8049
C 0.83658 -3.60413 -1.52943 0.0 0.5 -0.1 -0.5965
C 0.43849 -4.87979 -1.57979 -0.2 -0.2 -0.2 0.3290
F -0.62362 -5.17477 -2.33716 0.0 -0.1 0.0 -0.3944
C 1.11095 -5.91579 -0.86195 -0.1 -0.2 0.0 -0.1839
C 2.29606 -5.56575 -0.23530 0.4 -0.3 0.3 0.1027
C 2.73018 -4.25036 -0.16068 0.0 -0.1 -0.2 -0.1966
N 0.60601 -7.17523 -0.77802 -0.3 -0.1 -0.2 0.2245
C 1.34682 -8.32094 -0.27577 -0.2 0.0 0.0 -0.9538
C 0.86493 -8.69390 1.13087 -0.1 -0.1 -0.4 -0.4707
N -0.60879 -8.38709 1.21985 0.1 0.0 -0.3 0.2050
C -1.31958 -8.57019 -0.08978 0.2 0.3 -0.1 -0.8714
C -0.80204 -7.50088 -1.07369 0.2 -0.2 0.1 -0.4681
H 5.35615 -6.26308 2.55131 -0.1 0.0 0.0 0.4026
H 3.60880 -5.94421 2.47055 0.0 0.0 0.0 0.0363
H 4.70626 -4.75354 3.17600 -0.1 -0.1 0.0 0.3558
H 4.87128 -5.64290 0.24398 0.0 0.1 -0.1 0.4902
H 5.80148 -4.37149 1.00475 0.0 0.1 -0.1 0.5435
H 4.68177 -2.46711 1.81220 0.1 0.0 -0.1 0.5667
H 0.26998 -2.83974 -2.03976 0.0 0.0 -0.1 0.6507
H 2.79422 -6.30468 0.37407 0.0 0.1 -0.1 0.2277
H 2.42057 -8.16223 -0.26487 0.0 0.1 -0.1 0.5003
H 1.16064 -9.14518 -0.96880 0.1 0.0 0.0 0.3965
H 1.35120 -8.09207 1.88992 0.0 0.0 0.1 0.1760
H 1.04145 -9.75130 1.31591 -0.2 0.0 0.1 0.4489
H -0.70464 -7.38283 1.48919 0.0 0.0 0.1 -0.3194
H -1.05136 -8.92464 1.96561 0.0 0.0 0.0 0.3661
H -2.37801 -8.38254 0.06740 -0.1 -0.2 0.1 0.3978
H -1.17203 -9.58648 -0.44410 0.0 -0.1 0.1 0.4096
H -1.42294 -6.62924 -0.92520 0.1 0.2 -0.1 0.2814
H -0.92331 -7.84975 -2.10013 0.0 -0.1 0.0 0.3724
Se 0.69070 -5.77731 2.90303 0.3 0.1 -0.3 -0.4148
Sb -0.73389 -3.80838 2.68106 -1.6 -1.7 2.5 1.0378
Se -1.77036 -3.31982 4.78680 0.4 0.4 -0.6 -0.4668
Se -2.15810 -5.22582 1.30186 0.1 0.0 -0.5 -0.3394
Se 0.16268 -1.80036 1.62234 -1.9 -4.6 2.4 0.1681
```
Forces are in eV/Å.



3.
The following is a DFT calculation (ωB97M-V/def2-TZVPD) of a structure of composition C28H29FNORu in a non-equilibrium geometry.

## Properties
Spin multiplicity ... 6
Strongest force on any atom ... 6.4 eV/A
HOMO-LUMO gap (alpha / beta) ... 5.2922 / 6.4199 eV
ΔE to the lowest compared entry with this formula, charge and spin ... 53.0 kJ/mol

Geometry as XYZ:
```
61
Properties=species:S:1:pos:R:3:forces:R:3:mulliken_charge:R:1
C -1.06445 -2.03025 0.69552 0.9 -1.8 -1.8 0.2783
C -1.43739 -1.74732 -0.69642 0.5 -0.3 -0.5 -1.2849
C -0.33201 -1.90035 -1.53735 -0.6 0.0 0.4 -0.3980
H -2.41668 -1.40607 -1.00749 0.0 -0.2 0.0 0.5375
C 0.78620 -2.25561 -0.74309 0.0 -0.4 0.7 -0.6747
C 0.39219 -2.32174 0.61477 -0.5 -0.9 -0.5 -0.8097
H 1.74596 -2.59069 -1.13113 -0.1 0.3 0.2 0.6307
C -2.69274 0.33665 2.79891 -0.7 0.7 0.6 -0.7013
C -3.62908 0.05574 1.81247 -0.3 -0.4 -0.1 -1.1963
C -3.19931 0.58378 0.58874 0.2 0.1 0.1 -0.2984
H -4.53789 -0.52363 1.94265 0.2 0.1 0.0 0.4449
C -1.92259 1.22040 0.77864 -0.5 0.6 1.5 0.0652
C -1.64607 1.16617 2.25262 -0.5 1.1 -1.2 -0.4985
H -0.28642 -1.72527 -2.60618 -0.2 0.0 0.1 0.4406
H 0.96473 -2.80424 1.41048 -0.2 0.3 -0.3 0.5849
H -1.71909 -2.65964 1.28577 -0.1 0.5 0.5 0.7358
H -1.15452 1.99545 2.78892 -0.2 -0.8 -0.2 0.5702
H -3.73108 0.54159 -0.35739 0.1 -0.1 0.2 0.5765
H -2.78998 0.11646 3.85952 0.1 -0.1 -0.3 0.5509
Ru -0.37344 -0.23794 1.35808 -2.1 -1.3 1.2 -1.0847
C -1.24376 2.14485 -0.21465 -0.1 -0.5 0.3 3.2740
C -0.72021 3.37466 0.53819 0.0 0.3 -0.2 -2.4911
C -2.18057 2.59219 -1.31798 -0.3 0.2 -0.1 -2.1598
H -1.57923 3.84134 1.03392 0.2 0.0 0.0 0.4817
H -0.30417 4.10889 -0.14975 0.1 0.1 -0.2 0.4741
H 0.04464 3.20059 1.30003 -0.2 -0.3 -0.1 0.3539
H -3.06330 3.07428 -0.89443 0.0 0.0 -0.2 0.3992
H -2.48307 1.73466 -1.93270 -0.1 0.2 0.1 0.4310
H -1.62317 3.29660 -1.94815 -0.3 0.0 0.0 0.4457
C -0.19566 1.28957 -0.99991 0.3 -0.2 -1.3 0.8594
C 1.13056 1.34849 -0.37615 -1.5 -2.4 1.7 -0.2791
H -0.09521 1.53477 -2.07078 -0.4 0.4 1.1 -0.7630
H -0.52903 0.21010 -1.01066 0.2 1.2 0.0 -0.2092
O 1.14616 0.82374 0.79787 4.1 3.8 -3.2 -0.3284
N 2.17925 1.74126 -1.15620 1.9 1.2 -0.3 -0.1076
C 2.77010 0.63502 -1.95705 -0.1 -0.6 0.5 -0.9882
H 2.92650 2.30250 -0.74284 -0.5 -0.5 0.4 0.4575
C 1.96980 0.17647 -3.14926 -0.5 0.0 -1.0 0.6043
C 2.32736 -1.09797 -3.60273 -0.1 -0.1 -0.2 -0.5222
H 3.17585 -1.58406 -3.10517 -0.4 0.0 -0.2 0.4419
C 1.64565 -1.73535 -4.64085 0.3 0.5 0.3 -0.6098
H 1.96018 -2.73994 -4.92605 -0.2 0.3 -0.1 0.3653
C 0.59571 -1.06537 -5.27939 0.0 -0.4 0.3 -0.4768
H 0.03163 -1.59521 -6.05056 0.2 0.4 0.1 0.3672
C 0.24590 0.22132 -4.87542 0.2 0.2 0.3 -0.6596
H -0.57589 0.73645 -5.38327 0.3 -0.1 0.2 0.3847
C 0.92885 0.85895 -3.81733 0.5 -0.4 -0.5 -0.0738
H 0.64873 1.89029 -3.56314 0.4 -0.6 -0.2 0.5994
H 2.78533 -0.24201 -1.27994 0.3 0.2 -0.3 0.2872
H 3.84223 0.82114 -2.22241 -1.0 0.4 0.2 0.5445
F 2.43136 -2.35154 6.40254 -0.5 0.1 -0.4 -0.3529
C 1.73865 -1.83976 5.33019 0.3 0.0 0.4 0.2860
C 0.45419 -2.30893 5.06125 0.1 0.0 -0.3 -0.7961
C -0.20515 -1.79973 3.92985 0.9 -0.2 0.9 0.3834
C 0.44264 -0.83919 3.16725 -0.6 0.2 0.2 -0.0197
C 1.69546 -0.34271 3.47911 0.1 -0.8 0.7 0.0153
C 2.38192 -0.86845 4.57433 -0.4 0.1 -0.4 -0.6910
H 0.00934 -3.07906 5.68959 0.2 0.2 0.0 0.4207
H -1.19205 -2.16658 3.64333 0.2 0.1 0.2 0.2874
H 2.14065 0.40353 2.83796 0.2 0.1 0.1 0.4528
H 3.38547 -0.51933 4.77335 0.0 -0.2 0.4 0.4430
```
Forces are in eV/Å.